# 1
Formula: C25H33N5O4S
Source: the Open Molecules 2025 dataset
Level of theory: ωB97M-V/def2-TZVPD

Calculated values
- relative energy (zero: lowest compared OMol25 entry of this formula, charge and spin) (kJ/mol) = 0.0
- HOMO energy (eV) = -8.457
- orbital gap (eV) = 8.621
- E_tot (a.u.) = -1945.4586

Last column: natural (NBO) charge in e.
Geometry (Å):
S  -3.54740  -1.91423  0.65092  0.75
O  -0.42201  -1.61231  0.58921  -0.63
O  0.75795  -2.48722  -2.06951  -0.65
O  -5.08866  2.51260  1.69483  -0.63
O  4.04734  3.12864  1.96558  -0.49
N  2.22173  -2.04019  -0.39706  -0.61
N  -4.76479  -0.98077  1.16262  -0.60
N  -0.56869  -0.08084  -1.06529  -0.43
N  -2.67894  1.86762  0.48799  -0.81
N  -6.56936  0.83622  2.03762  -0.80
C  -0.81481  1.93998  -2.50758  -0.43
C  2.59449  -3.41466  -0.12826  -0.06
C  1.24665  -1.72456  -1.26226  0.72
C  4.96687  4.96861  0.64012  -0.64
C  -5.38226  1.32762  1.63697  0.64
C  1.93383  -3.91950  1.16490  -0.42
C  -1.09359  -0.82298  -0.06170  0.66
C  3.72106  1.97759  -0.17307  -0.33
C  1.32458  1.03683  0.85132  -0.15
C  4.28488  -4.04511  1.54188  -0.40
C  1.69826  0.67377  -0.43977  -0.12
C  -1.44266  -0.28045  -3.38449  -0.44
C  -1.32460  0.73108  -4.52254  -0.40
C  2.12768  1.85736  1.61406  -0.26
C  -2.50311  -0.58538  0.29795  -0.40
C  -0.38146  1.79596  -3.96853  -0.40
C  0.86025  -0.21956  -1.31651  -0.16
C  5.23552  3.75603  1.52674  -0.06
C  2.98270  -3.66512  2.24267  -0.40
C  -3.14185  0.59756  0.64333  0.16
C  -4.44969  0.30029  1.13352  0.02
C  2.90598  1.15569  -0.93022  -0.12
C  4.11430  -3.51481  0.11313  -0.41
C  -1.37203  0.56095  -2.09154  -0.03
C  3.33740  2.34313  1.11393  0.31
H  4.34140  5.68116  1.17192  0.22
H  2.99545  -2.60865  2.51715  0.19
H  -0.61914  -0.99564  -3.40904  0.24
H  4.64858  2.32305  -0.60134  0.22
H  2.80755  -4.25025  3.14398  0.21
H  3.21952  0.88351  -1.92803  0.21
H  -2.29946  1.17626  -4.72816  0.20
H  -0.45178  2.73770  -4.51085  0.21
H  -6.73090  -0.15494  1.98461  0.42
H  0.40315  0.66722  1.27318  0.21
H  2.41832  -1.38101  0.34210  0.40
H  5.88985  3.03671  1.01892  0.17
H  1.83966  2.13871  2.61457  0.22
H  1.73492  -4.98817  1.08367  0.20
H  -0.95242  0.27901  -5.44021  0.21
H  -1.68394  2.01239  0.44892  0.39
H  5.72795  4.07442  2.44979  0.20
H  -1.60653  2.68470  -2.42822  0.22
H  -3.24227  2.56440  0.96331  0.43
H  -2.37455  0.68282  -1.68455  0.24
H  0.65111  1.44824  -4.03381  0.19
H  1.03333  0.06094  -2.35917  0.24
H  5.90676  5.44800  0.38100  0.22
H  4.55697  -2.52236  0.01692  0.21
H  -2.36891  -0.85068  -3.43521  0.22
H  0.00487  2.25309  -1.86163  0.22
H  4.59405  -4.16461  -0.61650  0.22
H  0.99368  -3.40149  1.34283  0.25
H  4.45436  4.67793  -0.27377  0.21
H  -7.26461  1.45288  2.42156  0.41
H  2.26694  -3.98673  -0.99859  0.23
H  4.38498  -5.13130  1.52720  0.20
H  5.16403  -3.62970  2.03285  0.21

=====

# 2
Formula: C41H90BrN2O13
Source: the Open Molecules 2025 dataset
Level of theory: ωB97M-V/def2-TZVPD

Calculated values
- HOMO energy (eV) = -10.281
- orbital gap (eV) = 7.854
- E_tot (a.u.) = -5277.5203
- net charge = +1

Last column: Löwdin charge in e.
Geometry (Å):
Br  -0.55837  -1.82025  -0.56611  0.85
O  -1.82792  -5.67815  -1.46940  -0.10
O  -2.63517  -4.32393  -7.82885  -0.10
O  6.28008  3.72593  1.70127  -0.10
O  -5.25060  -1.35452  1.00748  -0.10
O  7.02863  2.01032  -0.58295  -0.08
O  4.16072  -4.53120  -4.02200  -0.19
O  1.63843  6.25931  8.08042  -0.08
O  3.51466  -1.86795  0.04259  -0.12
O  -2.29962  -0.37282  0.92545  0.09
O  2.21088  1.71521  2.15682  -0.10
O  0.79054  5.11826  5.29578  -0.10
O  -3.04210  0.65354  -2.86817  -0.02
O  -1.55055  4.90374  7.97313  -0.09
N  1.41869  0.50827  -2.86025  -0.02
N  -0.08575  0.98273  -1.40843  -0.04
C  -2.61545  4.95711  10.16430  -0.09
C  3.25673  5.03330  9.41557  -0.08
C  1.23353  1.81623  4.39180  -0.06
C  -2.06628  1.65892  -2.83818  -0.11
C  3.45225  -2.25369  -4.37049  -0.14
C  -1.38901  -0.24827  0.22302  -0.74
C  -0.82532  6.61334  4.25637  -0.08
C  -4.33455  -1.87236  -5.13545  0.00
C  1.48678  0.98369  3.15259  -0.31
C  1.19822  0.62809  -1.56326  -0.04
C  -1.85679  -0.40936  -7.58553  -0.04
C  -2.65540  -0.64649  -6.33476  -0.26
C  -5.99247  -2.12138  1.95363  -0.31
C  3.92279  -3.23510  -0.11947  -0.29
C  -3.01203  -5.75008  0.65871  -0.09
C  -2.45478  0.13624  -5.19377  0.01
C  -2.75764  -5.14734  -8.99126  -0.31
C  5.86180  2.00732  -1.38334  -0.34
C  6.86331  3.62331  4.06914  -0.08
C  3.75123  -5.84027  -3.68637  -0.10
C  -3.17991  -0.08885  -4.02863  -0.19
C  2.73238  -1.50360  -3.25209  -0.16
C  2.68678  0.02068  -3.44153  -0.07
C  2.09893  4.95457  8.43847  -0.32
C  -0.27400  5.20368  4.35479  -0.34
C  -4.11621  -2.00966  -1.63912  -0.07
C  0.29300  0.84521  -3.54926  0.06
C  5.27193  3.39938  -1.55036  -0.09
C  -0.66340  1.17316  -2.63554  -0.12
C  -4.20258  -5.51464  -9.27110  -0.09
C  -2.55426  -6.51509  -0.56975  -0.31
C  6.75837  4.47992  2.82273  -0.29
C  -4.14811  -1.10178  -3.98501  -0.12
C  -4.95799  -1.31207  -2.72185  -0.34
C  2.73149  -4.17128  -0.05317  -0.09
C  -0.73178  1.08709  -0.11939  -0.05
C  -6.37458  -1.30044  3.17110  -0.09
C  3.04912  -3.72935  -4.37606  -0.23
C  -3.60545  -1.66085  -6.30596  -0.03
C  -6.21904  -2.14600  -2.95251  -0.07
C  -2.31725  4.15229  8.91366  -0.32
H  -5.48216  -0.93363  3.68430  0.07
H  -2.15371  -5.35445  1.20861  0.07
H  -3.15348  5.86975  9.90836  0.08
H  -2.15108  -6.04928  -8.86334  0.11
H  -1.73522  0.93577  -5.26562  0.09
H  -4.28463  -6.12564  -10.17034  0.08
H  2.66850  -4.03353  -5.35271  0.13
H  4.52404  -2.20288  -4.21334  0.13
H  0.43967  5.39064  6.15318  0.05
H  -6.95775  -1.89254  3.87744  0.08
H  -1.93250  -7.36861  -0.28120  0.11
H  6.00713  4.06761  -1.99736  0.08
H  1.88717  0.40827  -0.77216  0.16
H  1.69329  -1.83035  -3.24218  0.11
H  2.25573  -3.89999  -3.64344  0.11
H  -5.29506  -0.35430  -2.33622  0.14
H  3.13655  -6.26227  -4.48250  0.09
H  3.03160  -5.21211  -0.17727  0.08
H  4.09454  5.57737  8.97402  0.08
H  -3.63443  -4.90241  0.36796  0.07
H  -4.45034  -1.04459  1.44239  0.05
H  -3.21746  4.38034  10.86744  0.08
H  3.60249  4.03830  9.69887  0.08
H  -2.31843  2.26752  -1.97423  0.13
H  -4.80499  -4.61531  -9.40363  0.07
H  2.71593  0.28078  -4.49005  0.13
H  7.52936  2.77791  3.89599  0.08
H  4.38430  3.37812  -2.18977  0.06
H  6.82352  2.36372  0.29443  0.05
H  -4.75891  -2.52514  -0.93417  0.06
H  -2.98488  -4.81938  -7.08163  0.08
H  0.12661  4.88510  3.39065  0.10
H  3.13075  -1.73620  -2.27029  0.09
H  -5.93868  -3.16378  -3.22114  0.08
H  -1.68955  5.25114  10.66412  0.07
H  4.65389  -3.48154  0.65432  0.12
H  -3.48125  -2.75293  -2.11444  0.08
H  2.95742  5.56957  10.31589  0.08
H  5.88435  3.22087  4.34663  0.07
H  -4.62752  -6.07524  -8.43514  0.07
H  0.68612  2.72112  4.13954  0.05
H  2.22292  -4.07314  0.90951  0.07
H  -2.34151  -4.57423  -9.81782  0.11
H  2.00856  -3.91838  -0.83263  0.05
H  0.54401  0.68642  2.69022  0.09
H  2.17607  2.12814  4.84643  0.08
H  -3.53579  -1.27376  -1.09860  0.03
H  3.49734  0.51572  -2.91882  0.12
H  7.73394  4.86508  2.53616  0.12
H  -1.77997  3.23259  9.17075  0.11
H  -3.24050  3.87551  8.40763  0.11
H  -3.58378  -6.39152  1.33047  0.08
H  4.62698  -6.46923  -3.58393  0.09
H  -6.88338  -2.47180  1.43530  0.11
H  -0.72454  5.14838  8.40250  0.04
H  4.99412  3.82322  -0.58572  0.06
H  -2.10134  2.32486  -3.69439  0.14
H  5.11926  1.32497  -0.93935  0.09
H  0.22300  0.84276  -4.61507  0.14
H  3.18463  -5.84515  -2.75556  0.07
H  -0.03741  7.30907  3.96611  0.08
H  -1.50213  1.84591  -0.10339  0.14
H  -1.63187  6.67091  3.52354  0.07
H  7.24460  4.20265  4.90990  0.08
H  5.40909  3.38895  1.92866  0.07
H  -1.21406  6.93833  5.22304  0.08
H  -6.82329  -1.76098  -3.76942  0.08
H  -6.79467  -2.21364  -2.03815  0.08
H  -3.41008  -6.89275  -1.12571  0.11
H  2.39170  4.41784  7.52992  0.11
H  -1.05770  -5.34686  -0.99894  0.06
H  -1.13705  0.39349  -7.45164  0.07
H  -0.03059  1.28631  0.67974  0.12
H  6.09147  5.32950  2.99265  0.11
H  -2.50922  -0.14619  -8.41269  0.09
H  -5.40613  -2.99753  2.25284  0.11
H  3.09877  -1.79564  0.90733  0.07
H  -6.96242  -0.43208  2.87313  0.08
H  -5.07745  -2.64914  -5.15314  0.10
H  -3.81286  -2.28610  -7.15590  0.10
H  3.04827  1.97170  2.55134  0.07
H  4.41775  -3.30606  -1.08780  0.11
H  0.66170  1.25463  5.13109  0.09
H  3.16189  -1.82296  -5.32370  0.11
H  2.37559  6.72154  7.67038  0.09
H  -1.06837  4.50627  4.64582  0.11
H  2.04209  0.07379  3.40188  0.11
H  1.25732  4.42688  8.88819  0.10
H  -1.33171  -1.31598  -7.86773  0.08
H  6.14894  1.60581  -2.35575  0.11